# 1
ORCA calculation (wB97M-V/def2-TZVPD) on 3 unconnected molecules or ions with the total composition C26H44ClN5O12P.

Output
Charge: +1
HOMO-LUMO gap, eV: 5.02

Each line ends with the Löwdin charge.
Positions of all 89 atoms, in Å:
C 4.89 -5.73 1.28  -0.11
C 5.26 -5.40 -0.29  -0.28
O 4.10 -4.98 -1.09  -0.28
P 3.65 -3.31 -0.75  0.79
O 2.80 -3.35 0.59  -0.36
C 2.54 -2.78 -2.25  -0.21
C 1.43 -1.63 -1.86  -0.22
C 1.51 -0.35 -2.88  -0.12
C 1.52 1.01 -1.91  -0.02
N 2.79 1.29 -1.17  0.17
N 2.81 2.38 -0.36  -0.08
C 4.17 2.64 0.34  0.01
C 5.18 3.40 -0.70  -0.18
O 4.61 3.92 -1.82  0.03
O 6.61 3.50 -0.38  0.01
C 7.46 2.81 -1.36  -0.23
C 8.72 1.82 -0.87  -0.01
O 7.34 2.93 -2.71  0.00
C 1.75 3.39 0.00  -0.02
O 1.88 4.53 0.91  -0.07
N 1.75 4.17 2.20  -0.01
O 0.62 4.35 2.62  0.10
C 0.26 3.21 -0.74  -0.30
Cl -1.16 4.40 -0.41  0.62
C 0.12 1.91 -1.79  0.02
C -1.27 1.59 -2.60  -0.11
C -2.57 1.26 -1.64  -0.18
O -2.55 -0.15 -1.16  -0.12
C -3.95 -0.52 -0.80  -0.23
O -4.89 -0.89 -1.68  -0.02
C -4.33 -0.50 0.82  -0.12
C -5.97 -0.77 0.92  -0.11
O 4.99 -2.21 -0.74  -0.29
C 5.60 -2.07 0.60  -0.28
C 4.82 -1.06 1.62  -0.11
H 4.62 -4.77 1.90  0.06
H 5.85 -6.20 1.79  0.10
H 4.03 -6.52 1.38  0.10
H 6.16 -4.65 -0.35  0.11
H 5.64 -6.42 -0.76  0.14
H 3.22 -2.50 -3.17  0.11
H 1.91 -3.76 -2.52  0.12
H 1.51 -1.28 -0.74  0.11
H 0.35 -2.11 -1.99  0.13
H 0.69 -0.32 -3.71  0.12
H 2.59 -0.36 -3.39  0.13
H 4.05 3.15 1.39  0.15
H 4.63 1.56 0.55  0.13
H 9.18 2.15 0.16  0.09
H 9.58 1.84 -1.69  0.12
H 8.34 0.71 -0.77  0.09
H -1.19 0.75 -3.41  0.13
H -1.55 2.59 -3.19  0.15
H -2.73 2.05 -0.78  0.11
H -3.53 1.34 -2.34  0.15
H -3.71 -1.36 1.31  0.13
H -4.03 0.56 1.26  0.12
H -6.23 -1.81 0.40  0.09
H -6.37 -0.70 2.03  0.10
H -6.50 0.08 0.28  0.10
H 5.79 -3.08 1.16  0.10
H 6.68 -1.60 0.42  0.13
H 3.82 -0.61 1.21  0.07
H 5.57 -0.19 1.91  0.08
H 4.64 -1.65 2.64  0.10
C -2.47 3.97 6.55  -0.01
C -3.70 3.54 5.80  -0.55
O -4.55 2.80 6.30  0.03
N -3.87 4.01 4.53  0.00
C -2.99 4.88 3.79  -0.09
H -2.48 3.52 7.55  0.09
H -1.58 3.62 6.02  0.08
H -2.46 5.06 6.66  0.09
H -4.72 3.68 4.09  0.14
H -3.55 5.77 3.51  0.09
H -2.68 4.35 2.88  0.06
H -2.11 5.17 4.36  0.07
C -7.30 -1.85 -2.28  -0.04
C -8.44 -2.67 -1.74  -0.54
O -8.89 -2.48 -0.61  0.02
N -8.97 -3.64 -2.53  0.00
C -8.56 -4.01 -3.87  -0.08
H -6.98 -1.12 -1.54  0.03
H -6.45 -2.51 -2.51  0.08
H -7.62 -1.32 -3.18  0.09
H -9.73 -4.15 -2.10  0.14
H -9.43 -3.88 -4.53  0.08
H -8.27 -5.06 -3.86  0.08
H -7.74 -3.40 -4.23  0.07

***

# 2
ORCA calculation (wB97M-V/def2-TZVPD) on a molecular structure, C26H45Cl3O2P2Tb.

Output
Charge: +1
2S+1: 7
HOMO-LUMO gap (alpha / beta), eV: 5.80 / 6.00

Each line ends with the Löwdin charge.
Positions of all 79 atoms, in Å:
Tb -0.22 0.16 -0.30  1.54
C 2.15 -0.23 -1.95  -0.26
C 0.91 -0.09 -2.67  -0.33
C 1.46 1.95 -1.75  -0.28
C 2.52 1.04 -1.47  -0.23
C 0.44 1.28 -2.48  -0.36
C 3.04 -1.42 -1.92  -0.04
H 2.51 -2.36 -2.08  0.08
H 3.57 -1.51 -0.97  0.06
H 3.82 -1.35 -2.70  0.10
C 3.83 1.45 -0.91  -0.03
H 4.46 0.59 -0.68  0.07
H 3.70 2.04 0.00  0.02
H 4.39 2.08 -1.62  0.11
C 1.48 3.40 -1.49  -0.05
H 1.93 3.95 -2.33  0.11
H 2.03 3.65 -0.58  0.03
H 0.47 3.79 -1.36  0.07
C -0.81 1.92 -2.94  -0.05
H -0.74 2.20 -4.00  0.10
H -1.06 2.82 -2.37  0.07
H -1.69 1.27 -2.85  0.03
C 0.56 -0.92 -3.85  -0.05
H 1.29 -0.70 -4.65  0.11
H -0.43 -0.70 -4.25  0.07
H 0.64 -2.00 -3.67  0.07
C -1.10 -1.84 0.71  -0.26
C -0.41 -2.20 -0.43  -0.27
C -1.04 -3.05 -1.53  -0.13
C -2.00 -2.34 -2.52  -0.17
C -2.43 -0.94 -2.17  -0.13
C -3.12 -0.66 -1.04  -0.14
C -3.57 -1.74 -0.08  -0.17
C -2.54 -2.25 0.95  -0.15
H -1.58 -3.90 -1.08  0.13
H -2.90 -2.97 -2.64  0.13
H -0.22 -3.49 -2.12  0.12
H -2.63 -3.35 1.03  0.13
H -0.57 -1.55 1.64  0.06
H 0.71 -2.21 -0.41  0.07
H -2.85 -1.89 1.95  0.10
H -4.45 -1.36 0.45  0.10
H -3.63 0.30 -0.94  0.08
H -3.96 -2.60 -0.66  0.13
H -1.54 -2.33 -3.52  0.09
H -2.46 -0.26 -3.03  0.11
P 1.87 -1.72 1.90  0.80
C 3.49 -0.94 2.23  -0.25
H 4.02 -1.53 3.00  0.06
H 3.34 0.09 2.59  0.00
H 4.08 -0.90 1.31  0.03
C 1.18 -1.86 3.59  -0.26
H 1.92 -2.33 4.24  0.05
H 0.27 -2.48 3.57  0.05
H 0.92 -0.85 3.94  0.02
C 2.31 -3.47 1.64  -0.27
H 1.38 -4.05 1.51  0.04
H 2.86 -3.83 2.52  0.05
H 2.92 -3.58 0.74  0.04
P -2.29 1.71 1.14  0.80
C -3.32 2.72 0.01  -0.26
H -4.32 2.87 0.44  0.06
H -3.41 2.24 -0.97  0.02
H -2.82 3.69 -0.13  0.06
C -3.47 0.73 2.14  -0.25
H -4.03 0.03 1.52  0.01
H -4.16 1.38 2.67  0.06
H -2.88 0.15 2.87  0.06
C -1.98 2.97 2.43  -0.27
H -2.93 3.25 2.90  0.06
H -1.52 3.84 1.97  0.00
H -1.31 2.57 3.20  0.03
Cl 1.48 3.59 4.42  0.64
C 1.69 3.03 2.75  -1.42
Cl 1.03 4.30 1.66  0.66
Cl 3.43 2.74 2.43  0.67
C 0.94 1.66 2.46  -0.74
O 0.35 1.11 3.40  -0.03
O 1.00 1.22 1.22  -0.31

***

# 3
ORCA calculation (wB97M-V/def2-TZVPD) on a molecular structure, C26H45CrI2O3Si2Te.

Output
Charge: +2
2S+1: 4
HOMO-LUMO gap (alpha / beta), eV: 7.63 / 7.94

Each line ends with the Löwdin charge.
Positions of all 80 atoms, in Å:
Cr -0.70 0.23 -0.10  0.40
C -3.74 1.24 -0.10  -0.04
O -2.46 1.19 0.56  -0.31
C -2.58 1.41 1.97  -0.12
C -1.23 1.07 2.57  -0.10
O -0.69 -0.08 1.89  -0.28
C -1.15 -1.39 2.31  -0.08
C -2.32 -1.84 1.47  -0.14
O -1.99 -1.61 0.10  -0.32
C -2.98 -2.15 -0.80  -0.05
H -4.17 2.23 0.01  0.11
H -3.59 1.03 -1.15  0.02
H -4.40 0.50 0.35  0.11
H -2.84 2.45 2.17  0.14
H -3.38 0.77 2.36  0.14
H -0.51 1.87 2.41  0.10
H -1.29 0.86 3.64  0.16
H -0.29 -2.04 2.19  0.12
H -1.42 -1.35 3.37  0.16
H -2.49 -2.91 1.63  0.15
H -3.24 -1.31 1.71  0.13
H -3.07 -3.22 -0.63  0.11
H -3.94 -1.67 -0.62  0.10
H -2.64 -1.97 -1.81  0.06
I -4.03 0.92 -4.12  0.86
C -1.98 1.36 -4.25  -1.07
I -0.72 0.11 -3.03  1.11
H -1.78 2.38 -3.98  -0.04
H -1.63 1.14 -5.26  -0.02
C 2.18 3.50 2.17  -0.18
Si 2.09 1.93 1.15  0.41
C 2.17 0.58 2.46  -0.16
C 3.61 1.89 0.07  -0.17
C 0.57 1.85 -0.02  -0.48
Si -0.21 3.56 -0.39  0.45
C 1.09 4.48 -1.37  -0.16
C -1.79 3.50 -1.41  -0.17
C -0.70 4.57 1.11  -0.16
H 3.09 3.43 2.77  0.05
H 1.35 3.63 2.87  0.03
H 2.26 4.41 1.57  0.03
H 3.21 0.53 2.81  0.05
H 1.89 -0.43 2.17  -0.01
H 1.57 0.86 3.33  0.04
H 4.51 1.91 0.69  0.05
H 3.65 2.76 -0.58  0.04
H 3.68 1.01 -0.57  0.00
H 1.09 1.67 -0.98  -0.04
H 1.30 3.97 -2.32  0.04
H 2.03 4.57 -0.83  0.03
H 0.75 5.49 -1.61  0.05
H -2.02 2.57 -1.91  -0.05
H -1.73 4.29 -2.17  0.06
H -2.65 3.75 -0.78  0.04
H 0.13 5.05 1.62  0.02
H -1.27 4.01 1.86  0.02
H -1.36 5.37 0.76  0.05
Te 1.55 -1.34 -0.75  1.54
C 2.15 -2.70 0.75  -0.49
C 1.37 -3.78 1.14  -0.14
C 1.86 -4.66 2.10  -0.05
C 3.12 -4.46 2.65  -0.05
C 3.90 -3.39 2.24  -0.05
C 3.42 -2.50 1.28  -0.14
C 0.90 -2.73 -2.19  -0.56
C -0.22 -3.53 -2.03  -0.16
C -0.58 -4.43 -3.02  -0.05
C 0.18 -4.52 -4.18  -0.04
C 1.31 -3.72 -4.34  -0.05
C 1.67 -2.83 -3.35  -0.15
H 0.40 -3.96 0.70  0.09
H 1.26 -5.51 2.40  0.12
H 3.50 -5.15 3.39  0.12
H 4.88 -3.25 2.65  0.12
H 4.04 -1.68 0.96  0.10
H -0.82 -3.46 -1.13  0.07
H -1.44 -5.06 -2.89  0.12
H -0.10 -5.22 -4.95  0.12
H 1.91 -3.80 -5.24  0.12
H 2.56 -2.22 -3.48  0.10

***

For the records above, the corresponding total energy values read -81481.4199, -110361.0321, -101491.8996 eV.
For the records above, the corresponding max |F| values read 0.1876, 0.1090, 0.0042 hartree/bohr.